1.
8
Properties=species:S:1:pos:R:3 method="wB97M-V/def2-TZVPD" orbital_gap_ha="0.32063 / 0.32060" max_force_ev_per_a=6.7
Cl 1.27 1.90 0.80
C 0.50 0.49 0.36
C 0.65 -0.83 0.61
N -0.21 -1.73 0.11
S -1.37 -1.11 -0.81
C -1.03 0.49 -0.75
H 1.44 -1.25 1.21
H -1.43 1.34 -1.23

2.
74
Properties=species:S:1:pos:R:3 method="wB97M-V/def2-TZVPD" total_charge=+2 orbital_gap_ha=0.20620 max_force_ev_per_a=1.3
Hf 0.14 -0.09 0.49
C 2.82 -1.64 1.37
O 1.96 -1.27 0.25
C 2.12 -1.87 -1.04
C 3.06 -2.82 -1.33
C 3.11 -3.35 -2.62
C 2.22 -2.93 -3.59
C 1.25 -1.99 -3.28
C 1.19 -1.46 -2.00
N 0.17 -0.53 -1.59
N -0.55 -0.01 -2.54
C -1.59 0.78 -2.32
C -2.16 1.13 -1.03
O -1.54 0.80 0.09
C -3.39 1.78 -0.96
C -4.03 2.17 -2.11
C -3.50 1.94 -3.40
C -4.18 2.40 -4.55
C -3.64 2.18 -5.79
C -2.42 1.51 -5.91
C -1.74 1.05 -4.81
C -2.27 1.25 -3.53
H 3.48 -2.44 1.10
H 2.17 -1.94 2.19
H 3.39 -0.76 1.66
H 3.79 -3.16 -0.61
H 3.86 -4.10 -2.85
H 2.26 -3.35 -4.59
H 0.53 -1.67 -4.01
H -3.80 1.99 0.02
H -4.98 2.68 -2.03
H -5.12 2.92 -4.43
H -4.16 2.54 -6.68
H -2.00 1.35 -6.90
H -0.80 0.54 -4.93
C -0.24 -3.28 0.74
N -0.81 -1.99 1.23
C -2.25 -1.94 0.77
C -0.76 -1.89 2.71
C -1.26 -2.94 3.46
C -1.28 -2.88 4.84
C -0.79 -1.75 5.46
C -0.28 -0.70 4.73
C -0.25 -0.72 3.33
N 0.32 0.28 2.48
C 0.95 1.52 2.78
C 0.98 2.15 4.03
C 1.69 3.33 4.23
C 2.40 3.92 3.20
C 2.32 3.36 1.94
C 1.60 2.20 1.72
N 1.49 1.70 0.32
C 2.82 1.51 -0.32
C 0.74 2.72 -0.49
H -0.91 -4.11 0.98
H 0.72 -3.46 1.22
H -0.12 -3.24 -0.34
H -2.77 -2.83 1.14
H -2.29 -1.92 -0.32
H -2.73 -1.07 1.19
H -1.65 -3.82 2.96
H -1.67 -3.71 5.42
H -0.79 -1.68 6.54
H 0.13 0.13 5.28
H 0.43 1.76 4.86
H 1.69 3.77 5.22
H 2.97 4.82 3.36
H 2.83 3.84 1.11
H 3.26 2.48 -0.56
H 2.70 0.95 -1.25
H 3.48 0.98 0.36
H 1.29 3.66 -0.51
H -0.23 2.92 -0.03
H 0.61 2.36 -1.51

3.
59
Properties=species:S:1:pos:R:3 method="wB97M-V/def2-TZVPD" total_charge=+1 spin_multiplicity=2 s2=0.7919 orbital_gap_ha="0.22117 / 0.24185" max_force_ev_per_a=4.0
V -0.02 0.06 0.04
S -1.73 0.14 1.55
C -0.63 -0.88 2.41
S 0.55 -1.63 1.39
C -0.65 -1.06 3.78
C 0.28 -1.91 4.40
N 1.05 -2.61 4.88
C -1.54 -0.33 4.59
N -2.23 0.32 5.24
Br 2.78 -4.32 -6.72
C 1.07 -3.52 -6.70
C -0.05 -4.25 -7.09
C -1.30 -3.67 -7.02
C -1.45 -2.38 -6.50
C -0.31 -1.63 -6.17
C 0.94 -2.20 -6.28
N -2.75 -1.91 -6.37
N -3.08 -1.05 -5.57
C -2.42 -0.51 -4.51
C -2.22 0.87 -4.44
C -1.58 1.47 -3.36
C -1.15 0.69 -2.29
O -0.55 1.03 -1.20
C -1.42 -0.71 -2.31
N -0.97 -1.34 -1.21
C -1.22 -2.63 -1.10
C -1.91 -3.35 -2.09
C -2.34 -2.71 -3.24
C -2.08 -1.34 -3.38
H 0.07 -5.25 -7.46
H -2.18 -4.22 -7.32
H -0.40 -0.60 -5.87
H 1.82 -1.62 -6.04
H -2.53 1.47 -5.27
H -1.40 2.54 -3.37
H -0.87 -3.14 -0.21
H -2.11 -4.39 -1.94
H -2.88 -3.26 -4.00
O 0.98 1.39 1.46
C 2.40 1.40 1.47
C 2.98 2.40 0.48
C 2.32 2.29 -0.92
C 2.55 0.96 -1.57
C 3.41 0.85 -2.67
C 3.63 -0.39 -3.25
C 3.01 -1.50 -2.69
C 2.17 -1.31 -1.60
N 1.92 -0.11 -1.08
H 0.66 2.29 1.66
H 2.71 0.38 1.21
H 2.77 1.62 2.48
H 4.05 2.26 0.40
H 2.80 3.42 0.85
H 2.75 3.08 -1.55
H 1.25 2.48 -0.83
H 3.90 1.72 -3.05
H 4.29 -0.48 -4.10
H 3.17 -2.48 -3.09
H 1.71 -2.16 -1.11

4.
42
Properties=species:S:1:pos:R:3 method="wB97M-V/def2-TZVPD" total_charge=+2 spin_multiplicity=3 s2=2.0519 orbital_gap_ha="0.20418 / 0.22010" max_force_ev_per_a=0.9
Mo 0.24 -0.50 -0.22
C -1.32 -3.60 0.81
C -1.00 -2.56 -0.23
C 0.03 -2.71 -1.15
C 0.29 -1.72 -2.14
C 1.41 -1.87 -3.12
C -0.71 -0.71 -2.34
C -1.86 -0.64 -1.54
C -3.02 0.22 -1.89
C -1.87 -1.42 -0.36
H -2.18 -4.17 0.46
H -1.59 -3.14 1.76
H -0.49 -4.29 0.96
H 0.66 -3.59 -1.12
H 2.32 -2.23 -2.64
H 1.63 -0.93 -3.61
H 1.14 -2.60 -3.89
H -0.63 -0.08 -3.22
H -3.82 -0.44 -2.25
H -2.79 0.92 -2.69
H -3.41 0.76 -1.03
H -2.74 -1.38 0.29
Se 0.80 1.79 -0.47
Se -2.35 4.07 0.55
Te -1.01 4.97 -1.21
Se -0.20 2.81 -2.31
C 2.79 -3.02 0.80
Se 2.70 -1.15 0.26
C 2.93 -0.35 2.04
C 1.87 -0.79 3.02
Se 0.04 -0.51 2.33
C -0.21 1.32 2.91
H 3.66 -3.14 1.43
H 2.93 -3.62 -0.10
H 1.89 -3.32 1.33
H 2.91 0.72 1.85
H 3.92 -0.63 2.39
H 1.92 -0.21 3.94
H 1.95 -1.84 3.27
H -0.32 1.33 3.99
H -1.11 1.71 2.43
H 0.65 1.92 2.59

5.
43
Properties=species:S:1:pos:R:3 method="wB97M-V/def2-TZVPD" orbital_gap_ha=0.27220 max_force_ev_per_a=1.1
O -3.42 2.55 -2.23
C -3.45 1.51 -1.59
N -4.55 0.71 -1.41
C -4.25 -0.39 -0.63
C -5.06 -1.43 -0.23
C -4.50 -2.43 0.56
C -3.17 -2.37 0.93
Cl -2.52 -3.64 1.91
C -2.33 -1.33 0.53
C -2.89 -0.34 -0.26
C -2.33 0.85 -0.85
N -1.12 1.24 -0.73
N -0.69 2.35 -1.32
C 0.63 2.73 -1.18
O 1.06 3.72 -1.71
C 1.41 1.79 -0.32
C 2.06 0.72 -0.88
C 2.77 -0.17 -0.04
C 3.47 -1.31 -0.58
C 4.22 -2.23 0.11
C 4.77 -3.23 -0.72
C 4.43 -3.07 -2.03
S 3.44 -1.69 -2.28
N 2.84 -0.01 1.27
C 2.22 1.03 1.84
C 2.30 1.19 3.24
C 1.68 2.24 3.85
C 0.96 3.18 3.10
C 0.85 3.06 1.74
C 1.48 1.99 1.08
H -5.45 0.91 -1.81
H -6.10 -1.47 -0.51
H -5.11 -3.25 0.89
H -1.30 -1.30 0.82
H -1.32 2.92 -1.88
H 2.03 0.54 -1.94
H 4.35 -2.17 1.17
H 5.38 -4.03 -0.36
H 4.71 -3.67 -2.87
H 2.86 0.45 3.79
H 1.75 2.36 4.92
H 0.48 4.01 3.61
H 0.31 3.79 1.17

6.
65
Properties=species:S:1:pos:R:3 method="wB97M-V/def2-TZVPD" spin_multiplicity=6 s2=8.8055 orbital_gap_ha="0.21620 / 0.22853" max_force_ev_per_a=0.3
Ru -0.66 -0.02 -0.76
C -2.07 -3.43 1.35
C -3.46 -3.20 1.52
C -3.96 -1.97 1.25
C -3.11 -0.91 0.80
N -1.80 -1.19 0.51
C -1.31 -2.42 0.85
N -3.66 0.30 0.74
C -2.99 1.40 0.43
N -1.72 1.51 -0.14
C -1.44 2.85 -0.36
N -0.37 3.39 -0.92
C 0.60 2.72 -1.55
C 1.65 3.51 -2.09
C 2.67 2.94 -2.78
C 2.69 1.55 -2.96
C 1.67 0.82 -2.42
N 0.64 1.36 -1.71
C -2.55 3.62 0.12
C -2.77 5.00 0.16
C -3.97 5.44 0.67
C -4.95 4.54 1.14
C -4.73 3.18 1.11
C -3.52 2.72 0.59
H -1.61 -4.37 1.61
H -4.10 -3.99 1.88
H -5.00 -1.72 1.40
H -0.25 -2.55 0.72
H 1.58 4.57 -1.92
H 3.46 3.56 -3.19
H 3.47 1.05 -3.51
H 1.64 -0.25 -2.54
H -2.02 5.69 -0.21
H -4.18 6.51 0.72
H -5.88 4.92 1.54
H -5.47 2.47 1.46
C 2.80 -5.90 -0.78
N 2.02 -4.73 -1.17
C 1.00 -4.86 -2.12
C 0.20 -3.76 -2.43
C 0.42 -2.56 -1.82
O -0.24 -1.44 -2.06
N 1.48 -2.46 -0.88
C 2.25 -3.59 -0.47
O 3.06 -3.50 0.43
H 2.73 -6.64 -1.57
H 2.43 -6.32 0.15
H 3.84 -5.61 -0.64
H 0.91 -5.83 -2.59
H -0.58 -3.84 -3.16
C 1.06 1.47 1.99
C 2.27 0.63 1.57
C 3.32 1.51 0.87
C 2.90 -0.04 2.81
C 1.87 -0.47 0.67
C 1.58 -1.35 -0.10
H 1.38 2.20 2.74
H 0.28 0.84 2.42
H 0.65 2.02 1.15
H 3.63 2.30 1.55
H 2.90 1.97 -0.02
H 4.19 0.93 0.59
H 3.25 0.74 3.50
H 3.74 -0.67 2.54
H 2.16 -0.66 3.33

7.
12
Properties=species:S:1:pos:R:3 method="wB97M-V/def2-TZVPD" orbital_gap_ha=0.35244 max_force_ev_per_a=6.2
H 3.59 -0.30 0.34
P 2.17 -0.71 0.42
C 1.26 0.64 -0.11
C -0.42 0.59 0.24
C -1.32 0.08 -0.78
C -0.95 -0.77 0.43
H 1.59 1.64 -0.31
H -0.59 1.31 0.94
H -0.94 -0.28 -1.80
H -2.34 0.44 -0.92
H -1.69 -0.88 1.20
H -0.37 -1.76 0.36

8.
42
Properties=species:S:1:pos:R:3 method="wB97M-V/def2-TZVPD" orbital_gap_ha=0.30474 max_force_ev_per_a=3.5
O -3.04 -0.62 1.03
C -2.13 0.00 1.57
C -2.02 1.45 1.57
C -2.92 2.40 1.15
C -2.62 3.77 1.29
C -1.37 4.14 1.86
C -0.50 3.17 2.33
C -0.84 1.83 2.19
C -0.11 0.62 2.50
O 0.99 0.66 2.97
C -0.89 -0.64 2.21
C -0.26 -1.61 1.26
O -0.49 -2.78 1.48
C 0.82 -1.20 0.25
C 1.32 -2.33 -0.66
C 2.66 -2.43 -0.92
C 3.19 -3.49 -1.63
C 2.31 -4.48 -2.14
C 0.98 -4.36 -1.91
C 0.48 -3.29 -1.21
C 0.47 0.03 -0.56
C -0.63 0.06 -1.44
C -0.89 1.18 -2.21
C -0.05 2.30 -2.20
Cl -0.38 3.71 -3.19
C 1.06 2.24 -1.36
C 1.29 1.15 -0.49
H -3.85 2.01 0.71
H -3.27 4.51 0.88
H -1.07 5.17 1.88
H 0.46 3.41 2.76
H -1.15 -1.20 3.12
H 1.67 -1.00 0.89
H 3.31 -1.68 -0.50
H 4.24 -3.65 -1.80
H 2.72 -5.29 -2.73
H 0.26 -5.08 -2.31
H -0.60 -3.23 -1.03
H -1.31 -0.77 -1.52
H -1.72 1.20 -2.91
H 1.79 3.06 -1.41
H 2.10 1.08 0.24